# 1
A 2-piece molecular cluster, C3H4O4 overall, computed with ωB97M-V with the def2-TZVPD basis set.

The geometry in ORCA input format:
```
! wB97M-V def2-TZVPD RIJCOSX def2/J DEFGRID3
* xyz 0 1
C 1.05 -1.27 0.36
C -1.30 0.66 -0.44
C -0.07 0.86 0.36
O 2.19 -0.46 0.32
O 1.24 -0.09 -0.75
O 0.09 -1.02 1.11
O 0.40 1.66 1.04
H 1.19 -2.25 -0.10
H -1.34 1.47 -1.17
H -1.30 -0.30 -0.94
H -2.15 0.73 0.23
*
```

The value obtained for the total energy is -11360.8619 eV. Its energy above the lowest of the compared OMol25 structures with the same formula, charge and spin is 118.8 kcal/mol.

---

# 2
An isolated molecule of C3H4O4 at a distorted geometry, computed with ωB97M-V with the def2-TZVPD basis set.

The geometry in ORCA input format:
```
! wB97M-V def2-TZVPD RIJCOSX def2/J DEFGRID3
* xyz 0 3
C -0.58 -0.21 -1.78
C -0.73 -0.14 -0.29
C 0.48 0.20 1.70
O -1.18 0.88 -1.10
O 0.48 0.12 0.31
O -0.49 0.14 2.38
O 1.73 0.28 2.04
H 0.37 -0.02 -2.16
H -0.97 -0.94 -2.51
H -1.38 -0.86 0.16
H 2.28 0.55 1.25
*
```

The value obtained for the total energy is -11357.3145 eV. Its energy above the lowest of the compared OMol25 structures with the same formula, charge and spin is 91.1 kcal/mol.

---

# 3
C3H4O4Rb as an isolated structure at a distorted geometry, computed with ωB97M-V with the def2-TZVPD basis set.

The geometry in ORCA input format:
```
! wB97M-V def2-TZVPD RIJCOSX def2/J DEFGRID3
* xyz 1 1
O -0.91 0.13 0.37
C -1.08 -1.10 -0.24
C 0.21 0.83 -0.17
O -1.62 -2.00 0.32
O -0.27 -1.18 -1.27
C 0.59 -0.04 -1.37
H -0.07 1.87 -0.34
H 1.63 -0.38 -1.30
H 0.39 0.46 -2.32
H 1.26 1.31 0.84
Rb -0.81 -0.29 4.15
O 0.68 0.39 1.31
*
```

The value obtained for the total energy is -12011.4000 eV. Its energy above the lowest of the compared OMol25 structures with the same formula, charge and spin is 100.8 kcal/mol.